1.
{"formula": "C3H2O3Yb", "method": "ωB97M-V/def2-TZVPD", "multiplicity": 2, "energy_ev": -40802.6994, "charge": 1, "homo_energy_ha": [-0.4711, -0.4837], "gap_ev": [6.83, 7.45], "elements": ["H", "O", "C", "C", "C", "O", "O", "Yb", "H"], "coordinates": [[1.04, -1.39, 1.07], [1.41, -0.65, -0.84], [0.53, -0.95, 0.18], [-0.37, 0.18, 0.50], [-1.87, 0.49, -0.13], [0.35, 1.33, 0.71], [-2.28, 1.00, -1.10], [1.78, 1.44, -0.90], [-0.58, -1.47, 0.51]]}

2.
{"formula": "C20H30F3N2O2S", "method": "ωB97M-V/def2-TZVPD", "energy_ev": -47279.9044, "charge": 1, "homo_energy_ha": -0.4261, "smiles": "C#CCn1c(S(C)(=O)=O)c(CCC(F)=C(F)F)[n+]([C@H](C)CC)c1CCC(C)C", "gap_ev": 8.83, "elements": ["C", "C", "C", "N", "C", "S", "C", "O", "O", "C", "C", "C", "C", "F", "C", "F", "F", "N", "C", "C", "C", "C", "C", "C", "C", "C", "C", "C", "H", "H", "H", "H", "H", "H", "H", "H", "H", "H", "H", "H", "H", "H", "H", "H", "H", "H", "H", "H", "H", "H", "H", "H", "H", "H", "H", "H", "H", "H"], "coordinates": [[4.37, 0.07, 0.80], [3.41, 0.65, 1.17], [2.23, 1.34, 1.63], [0.97, 0.69, 1.25], [0.56, -0.62, 1.55], [1.52, -1.82, 2.45], [2.25, -1.03, 3.85], [0.65, -2.84, 2.95], [2.58, -2.33, 1.63], [-0.71, -0.76, 1.06], [-1.57, -1.98, 1.18], [-1.38, -2.93, -0.04], [-0.57, -4.13, 0.26], [-1.12, -5.14, 0.95], [0.70, -4.25, -0.12], [1.54, -5.14, 0.37], [1.26, -3.52, -1.08], [-1.07, 0.44, 0.47], [-2.34, 0.87, -0.17], [-3.23, 1.57, 0.88], [-3.09, -0.19, -0.96], [-2.36, -0.71, -2.21], [-0.03, 1.30, 0.61], [-0.07, 2.72, 0.16], [0.21, 2.98, -1.36], [0.62, 1.77, -2.20], [2.10, 1.40, -1.92], [0.49, 2.14, -3.69], [5.19, -0.57, 0.57], [2.25, 2.35, 1.24], [2.22, 1.45, 2.71], [1.49, -0.61, 4.50], [2.97, -0.28, 3.55], [2.77, -1.80, 4.40], [-1.23, -2.51, 2.05], [-2.61, -1.74, 1.37], [-2.34, -3.19, -0.49], [-0.84, -2.40, -0.81], [-2.06, 1.62, -0.89], [-3.40, 2.60, 0.57], [-4.21, 1.11, 0.96], [-2.74, 1.63, 1.84], [-3.46, -1.00, -0.34], [-3.98, 0.31, -1.31], [-2.73, -0.21, -3.10], [-2.56, -1.76, -2.34], [-1.28, -0.61, -2.14], [0.57, 3.34, 0.77], [-1.08, 3.06, 0.36], [-0.62, 3.49, -1.83], [1.04, 3.68, -1.41], [-0.02, 0.91, -2.05], [2.20, 0.35, -1.65], [2.71, 1.63, -2.79], [2.49, 2.00, -1.11], [0.87, 1.31, -4.27], [-0.57, 2.23, -3.93], [1.03, 3.06, -3.90]]}

3.
{"formula": "C2H5N3O2", "method": "ωB97M-V/def2-TZVPD", "energy_ev": -10713.0626, "charge": 0, "homo_energy_ha": [-0.3298, -0.3298], "smiles": "C#C/N=[NH+]/[O-].NO", "gap_ev": [8.91, 8.91], "elements": ["C", "C", "N", "N", "O", "H", "H", "N", "O", "H", "H", "H"], "coordinates": [[1.20, -2.33, -0.84], [1.36, -1.16, -1.08], [1.82, 0.06, -1.19], [1.22, 1.13, -0.93], [1.79, 2.18, -1.19], [0.74, -3.27, -0.79], [0.23, 1.23, -0.61], [-1.31, -0.01, 1.01], [-1.56, 1.37, 1.15], [-2.19, -0.56, 0.97], [-0.87, -0.19, 1.94], [-2.43, 1.56, 1.56]]}

4.
{"formula": "C7H32O9", "method": "ωB97M-V/def2-TZVPD", "energy_ev": -26205.1018, "charge": 0, "homo_energy_ha": -0.3536, "smiles": "CCO.CCO.CCO.CO.O.O.O.O.O", "gap_ev": 9.57, "elements": ["C", "C", "O", "H", "H", "H", "H", "H", "H", "C", "C", "O", "H", "H", "H", "H", "H", "H", "C", "C", "O", "H", "H", "H", "H", "H", "H", "C", "O", "H", "H", "H", "H", "O", "H", "H", "O", "H", "H", "O", "H", "H", "O", "H", "H", "O", "H", "H"], "coordinates": [[-12.05, -6.69, -1.56], [-10.83, -5.93, -1.07], [-9.82, -6.81, -0.60], [-12.83, -5.99, -1.86], [-12.41, -7.34, -0.77], [-11.78, -7.28, -2.44], [-11.10, -5.28, -0.23], [-10.44, -5.31, -1.89], [-9.25, -7.12, -1.32], [-7.60, -11.02, 2.12], [-6.23, -10.59, 1.65], [-6.31, -9.71, 0.50], [-8.10, -11.62, 1.36], [-8.21, -10.14, 2.30], [-7.51, -11.58, 3.05], [-5.57, -11.41, 1.40], [-5.74, -9.98, 2.43], [-7.16, -9.27, 0.63], [-2.63, -4.94, -0.31], [-2.51, -4.10, 0.94], [-3.02, -2.80, 0.75], [-3.64, -4.86, -0.73], [-2.45, -6.01, -0.20], [-1.99, -4.56, -1.12], [-1.46, -4.00, 1.23], [-3.05, -4.58, 1.76], [-3.97, -2.86, 0.91], [-5.98, -6.86, 4.45], [-5.41, -7.09, 3.18], [-5.22, -6.96, 5.23], [-6.38, -5.84, 4.57], [-6.78, -7.59, 4.67], [-6.06, -6.82, 2.52], [-5.86, -3.54, 0.98], [-5.72, -4.43, 0.59], [-6.03, -2.98, 0.22], [-5.04, -8.28, -3.21], [-4.30, -8.53, -2.65], [-4.66, -7.93, -4.02], [-7.53, -7.58, -2.06], [-6.88, -8.10, -2.55], [-7.30, -6.66, -2.24], [-8.41, -6.99, 1.82], [-9.12, -7.28, 2.39], [-8.85, -6.79, 0.97], [-5.71, -6.16, -0.22], [-6.44, -6.80, -0.18], [-5.29, -6.34, -1.07]]}